Entry 1:
A structure of composition C35H54BrMnN3OP2. Source: the Open Molecules 2025 dataset; level of theory: wB97M-V/def2-TZVPD.

XYZ file:
```
97
Properties=species:S:1:pos:R:3:forces:R:3
N 5.68218 -5.33831 4.00731 -0.56 0.50 -0.16
C 4.44163 -5.32403 4.53133 0.40 0.34 -0.38
C 3.47336 -4.34991 4.21847 -0.13 0.30 -0.27
C 3.75761 -3.36134 3.22153 1.80 -0.12 0.45
C 5.08955 -3.38213 2.73521 0.31 -0.34 -0.23
C 6.00965 -4.36335 3.14233 -0.73 0.15 0.28
C 2.76876 -2.46492 2.61791 -0.02 -0.39 0.89
Mn 1.06322 -0.63411 0.41829 -0.18 2.46 0.22
P -0.65527 0.37187 -4.31452 -0.39 1.35 -2.25
C 2.76955 -2.06917 1.28297 0.46 -0.19 -0.35
C 1.74842 -2.60305 0.35002 -1.01 0.79 0.16
C 1.93810 -2.51373 -1.06070 0.48 -0.99 0.66
C 1.01584 -3.09922 -1.92674 -0.42 0.32 0.23
C -0.26312 -3.44827 -1.43372 0.83 0.90 0.19
C -0.56125 -3.32416 -0.07665 0.72 0.11 0.22
C 0.41632 -2.87859 0.82077 0.55 -1.29 -0.50
Br -1.69403 -3.70538 -2.54684 -0.73 -1.53 -0.21
H 1.94698 -2.18273 3.28102 -0.53 -0.92 -0.41
H 3.71816 -1.77695 0.81452 -0.08 -0.91 0.04
H 2.50924 -4.41825 4.73071 0.23 0.15 -0.34
H 5.43821 -2.63936 2.01223 -0.20 -0.23 0.21
H 4.23614 -6.14654 5.23449 -0.09 0.60 -0.34
H 7.03797 -4.37449 2.75538 -0.53 0.04 0.19
H 2.90525 -2.15946 -1.41555 -0.16 -0.22 -0.11
H 0.23455 -2.92583 1.88963 -0.10 0.07 -0.10
H 1.30180 -3.23038 -2.97022 -0.39 0.15 0.17
H -1.54990 -3.62051 0.24785 0.00 0.18 0.19
P 2.57265 1.69109 0.12940 0.88 0.87 -0.49
C -1.30628 -1.32876 -4.33892 0.32 -0.01 0.72
C -1.50916 -2.00710 -5.69106 -0.02 0.16 -0.05
H -2.24699 -1.32504 -3.77551 0.13 0.09 -0.10
H -0.57077 -1.87538 -3.73895 -0.26 -0.13 -0.21
H -1.92307 -3.01384 -5.56182 0.13 0.12 0.04
H -2.21985 -1.45066 -6.30698 0.15 0.03 0.04
H -0.57082 -2.10320 -6.24274 -0.08 0.05 0.00
C 1.18810 0.13958 -4.40013 -0.10 -0.11 0.42
C 1.78683 0.80438 -5.65683 0.08 -0.05 0.12
H 1.38739 -0.94597 -4.41383 0.07 0.27 0.05
H 1.64564 0.55383 -3.48696 0.02 -0.17 -0.19
H 2.87535 0.66479 -5.68053 -0.19 -0.01 -0.02
H 1.37077 0.36484 -6.57433 0.06 0.15 0.31
H 1.58917 1.88431 -5.68061 -0.05 -0.31 0.04
C -1.22663 1.16978 -2.74762 0.30 -0.39 0.31
C -2.41044 2.11583 -3.03948 -0.03 0.05 0.07
H -0.38881 1.74807 -2.31988 -0.14 -0.19 -0.13
H -1.51684 0.38683 -2.02850 0.03 0.22 0.17
H -2.49936 2.88187 -2.26111 0.00 -0.12 -0.06
H -2.27618 2.62401 -4.00469 0.01 -0.17 0.31
H -3.36584 1.57942 -3.07248 0.23 0.01 -0.08
C 1.65852 3.31854 0.30800 -0.74 -0.40 0.10
C 2.31123 4.47718 1.06822 0.12 0.19 0.14
H 0.69848 3.06552 0.78197 0.10 0.25 -0.18
H 1.42813 3.64544 -0.71866 0.02 -0.28 0.26
H 2.20444 4.36994 2.15567 0.07 0.00 -0.30
H 3.37764 4.59439 0.84739 -0.28 0.06 -0.04
H 1.82449 5.42199 0.78134 0.11 -0.37 0.11
C 3.32038 2.01232 -1.54582 -0.33 -0.03 -0.15
C 4.45313 1.08554 -1.98337 0.19 0.03 -0.03
H 3.66818 3.06870 -1.54353 -0.26 -0.57 0.08
H 2.48254 1.94146 -2.26156 0.32 0.19 0.20
H 5.33862 1.19310 -1.34475 -0.20 -0.02 -0.15
H 4.16039 0.02523 -1.97212 0.01 0.24 -0.08
H 4.76353 1.35329 -3.00475 -0.12 -0.21 0.31
C 4.08811 1.96015 1.16039 -0.07 -0.36 0.05
C 3.87359 1.76260 2.65480 0.13 0.09 0.33
H 4.43842 2.98652 0.95958 -0.14 -0.51 -0.05
H 4.87052 1.27793 0.79993 -0.22 0.14 0.06
H 4.78216 2.06553 3.19133 -0.26 -0.12 -0.03
H 3.05273 2.38197 3.03615 0.13 -0.11 -0.05
H 3.66921 0.71544 2.91540 0.01 0.17 -0.10
C -7.60372 0.14598 0.75147 -0.28 -0.12 -0.26
C -6.75115 0.14325 1.99196 0.66 -0.14 -0.03
N -5.46166 0.85782 1.86742 0.87 -0.62 -0.35
C -5.51021 2.32020 1.71147 0.00 0.28 -0.16
C -6.51805 2.95414 2.66407 0.10 0.17 0.08
C -4.42726 0.15810 1.21090 -1.82 -0.25 -0.46
O -4.63100 -0.68344 0.33704 0.80 0.65 1.34
C -3.04749 0.43146 1.74155 0.60 0.26 -0.03
C -2.83238 1.23958 2.87727 0.45 -0.62 -0.69
C -1.51715 1.46153 3.27894 0.33 -0.17 -0.12
C -0.45218 0.91438 2.55662 -1.00 -0.20 -0.38
N -0.66006 0.14377 1.44764 -0.46 -0.08 0.85
C -1.94789 -0.14385 1.09412 0.64 0.64 0.28
H -7.84417 1.16797 0.44779 -0.06 -0.11 -0.09
H -8.53678 -0.38015 0.96969 0.01 0.13 -0.10
H -7.10313 -0.37965 -0.06800 -0.12 0.22 0.14
H -7.26329 0.62011 2.83377 0.05 -0.36 -0.12
H -6.47801 -0.88671 2.26218 -0.25 0.28 0.07
H -4.50984 2.72564 1.93315 -0.36 -0.04 -0.29
H -5.75233 2.59739 0.66070 0.12 -0.17 0.52
H -6.31821 2.64184 3.69809 -0.09 0.08 -0.20
H -6.42820 4.04687 2.61705 -0.07 -0.28 -0.02
H -7.54905 2.68349 2.41137 0.23 0.14 0.06
H -3.69023 1.64292 3.41602 0.38 -0.17 -0.07
H -1.30589 2.05238 4.16107 0.03 -0.03 -0.04
H 0.57454 1.05865 2.89752 -0.18 0.05 -0.29
H -2.06345 -0.85286 0.27006 -0.25 0.41 0.17
```
Forces are in eV/Å.

Calculated values
Kohn-Sham gap (alpha / beta)   4.49 / 4.71 eV
Spin multiplicity   6
Electronic energy   -163612.66425 eV
Charge   +2
M   729.63 g/mol

Listed below, in e, are the Löwdin charges computed for each atom: 0.08, -0.10, 0.01, -0.19, -0.01, -0.10, 0.01, 0.89, 0.97, -0.13, -0.35, -0.05, -0.05, -0.66, -0.10, -0.08, 1.01, 0.13, 0.12, 0.12, 0.11, 0.13, 0.12, 0.12, 0.13, 0.13, 0.12, 0.95, -0.55, -0.14, 0.05, -0.03, 0.06, 0.08, 0.07, -0.43, -0.17, 0.06, 0.03, 0.07, 0.07, 0.07, -0.44, -0.17, 0.05, 0.04, 0.06, 0.06, 0.07, -0.38, -0.13, 0.05, 0.08, 0.07, 0.07, 0.09, -0.41, -0.14, 0.11, 0.05, 0.07, 0.06, 0.09, -0.40, -0.14, 0.08, 0.08, 0.09, 0.06, 0.06, -0.07, -0.21, -0.09, -0.22, -0.08, -0.37, 0.10, -0.07, 0.04, -0.01, -0.11, -0.05, -0.03, 0.08, 0.09, 0.07, 0.11, 0.13, 0.10, 0.13, 0.09, 0.09, 0.08, 0.13, 0.12, 0.11, 0.12


Entry 2:
A cluster of 2 separate species, C3H5NO in total. Source: the Open Molecules 2025 dataset; level of theory: wB97M-V/def2-TZVPD.

XYZ file:
```
10
Properties=species:S:1:pos:R:3:forces:R:3
C 2.26517 0.37302 0.24053 1.20 -0.31 1.80
C 1.11712 0.04934 -0.32290 -1.22 -1.24 1.01
C -2.69360 0.18597 0.11823 2.36 -3.48 -0.85
N -2.15900 -0.91937 -0.03885 -0.94 0.48 -0.99
O -2.99293 1.24369 0.44166 -0.98 1.42 0.34
H 2.64477 1.41596 0.38136 -0.19 -1.10 -0.51
H 2.79727 -0.48195 0.84281 -0.75 1.94 -1.37
H 0.31365 0.67778 -0.73046 0.87 0.04 -0.07
H 0.78755 -0.98215 -0.06101 0.12 0.68 -0.86
H -2.08001 -1.56229 -0.87138 -0.48 1.57 1.50
```
Forces are in eV/Å.

Calculated values
Kohn-Sham gap   10.90 eV
Structure (SMILES)   N=C=O.C=C
Electronic energy   -6728.13636 eV
M   71.08 g/mol

Listed below, in e, are the natural (NBO) charges computed for each atom: -0.39, -0.40, 0.86, -0.81, -0.49, 0.20, 0.20, 0.20, 0.19, 0.44


Entry 3:
An isolated molecule of C21H24O. Source: the Open Molecules 2025 dataset; level of theory: wB97M-V/def2-TZVPD.

XYZ file:
```
46
Properties=species:S:1:pos:R:3:forces:R:3
O 1.77472 0.25538 -0.87059 -1.55 -0.37 1.33
C 0.74928 0.61850 -5.48865 0.23 -0.97 -1.84
C -3.83954 -2.30316 2.71735 -0.32 -0.38 -1.31
C 0.95567 -0.53263 -4.74803 0.95 0.85 -1.30
C 0.29791 1.78522 -4.92832 -0.54 0.41 -0.17
C -3.86735 -0.98115 2.15652 0.26 -0.26 1.55
C -2.82883 -3.14578 2.20079 0.36 0.91 -0.39
C 0.88194 -0.42533 -3.36840 0.17 -1.09 -0.42
C 0.17746 1.87453 -3.55349 0.59 -2.17 0.50
C -2.75088 -0.51613 1.46101 -0.60 -0.05 -0.01
C -1.80472 -2.69476 1.32230 0.00 -0.55 -0.33
C 0.45862 0.72528 -2.73468 0.86 2.34 -1.93
C -1.70229 -1.33261 1.00635 -2.16 0.11 1.74
C 0.49799 0.83670 -1.25190 1.53 1.02 -0.84
C 2.62365 0.88494 2.77088 0.98 2.95 -1.38
C 1.21917 1.48356 3.11711 0.17 -2.47 -0.65
C 2.90221 0.83374 1.23135 -0.07 -1.35 0.79
C -0.79907 0.28883 -0.77430 -0.67 -2.79 0.65
C 0.08762 0.96089 2.15130 1.20 0.50 -0.65
C 1.90491 -0.13743 0.54139 1.22 -0.16 -0.44
C -0.54948 -0.72759 0.36000 1.46 -0.92 -1.84
C 0.56785 -0.25753 1.32847 -0.35 -2.41 1.30
H 1.05174 0.55219 -6.56497 -0.78 0.33 0.91
H -4.63211 -2.83029 3.35764 1.13 1.42 -0.98
H 1.38129 -1.33729 -5.39725 -0.43 0.14 1.52
H -0.01695 2.57811 -5.60691 0.47 0.23 0.42
H -4.60800 -0.18263 2.38763 0.30 -1.12 0.07
H -2.82798 -4.18264 2.47585 -0.03 -0.36 0.10
H 1.32426 -1.24626 -2.84419 -0.27 -0.34 0.80
H 0.06396 2.82258 -3.10682 -0.63 0.89 0.61
H -2.74913 0.56220 1.28705 0.16 -0.34 -0.33
H -1.10168 -3.42931 0.80074 -0.90 1.01 1.13
H 0.48859 1.89620 -0.92605 0.43 -0.22 -0.39
H 3.34876 1.58098 3.28682 -0.44 -0.67 -0.69
H 2.93795 -0.06805 3.06786 -0.50 -1.66 1.23
H 1.06031 1.24611 4.15720 -0.53 -0.22 0.37
H 1.30533 2.53589 3.07887 0.02 1.19 -0.26
H 2.76446 1.72694 0.74006 -0.80 2.60 -0.73
H 3.96036 0.65781 0.93991 -0.56 -0.64 0.56
H -1.32207 1.10096 -0.42052 -1.50 1.84 0.92
H -1.45077 -0.13967 -1.59422 0.95 0.12 0.92
H -0.93294 0.85576 2.59128 1.07 -0.23 -0.13
H -0.01040 1.67822 1.33362 -0.26 0.70 0.34
H 2.43546 -1.13662 0.44985 -1.06 0.80 0.34
H -0.17574 -1.58822 -0.20590 0.79 -0.02 0.08
H 0.74846 -1.14644 2.06601 -0.33 1.42 -1.17
```
Forces are in eV/Å.

Calculated values
Kohn-Sham gap   9.66 eV
Structure (SMILES)   c1ccc([C@H]2C[C@H](c3ccccc3)O[C@H]3CCCC[C@H]32)cc1
Electronic energy   -24211.67634 eV
M   292.42 g/mol

Listed below, in e, are the natural (NBO) charges computed for each atom: -0.54, -0.21, -0.23, -0.20, -0.22, -0.21, -0.21, -0.22, -0.20, -0.22, -0.20, -0.01, -0.01, 0.07, -0.40, -0.39, -0.43, -0.41, -0.43, 0.11, -0.24, -0.22, 0.21, 0.23, 0.22, 0.21, 0.22, 0.21, 0.22, 0.21, 0.21, 0.21, 0.17, 0.21, 0.20, 0.21, 0.20, 0.20, 0.21, 0.20, 0.23, 0.23, 0.19, 0.19, 0.21, 0.22


Entry 4:
An isolated molecule of C5H11NO. Source: the Open Molecules 2025 dataset; level of theory: wB97M-V/def2-TZVPD.

XYZ file:
```
18
Properties=species:S:1:pos:R:3:forces:R:3
C 2.45277 -0.69069 -0.86711 1.14 3.18 2.04
C -0.66682 1.02003 -0.83651 -0.13 5.04 3.19
C -1.36957 -1.08528 0.39414 -2.81 2.85 -5.03
C -0.58728 0.23560 0.46333 -0.49 -2.35 0.19
C 0.74855 -0.35108 0.81997 2.39 3.15 3.88
N 1.42895 -0.95683 -0.20258 -0.11 -1.05 -0.57
O 1.57215 0.97108 1.63839 0.61 -4.23 -0.74
H 2.95007 -1.34147 -1.52327 -0.15 -1.25 -1.15
H 3.06606 0.26313 -0.68328 -0.97 -1.04 -0.04
H -1.67049 1.65953 -0.82986 2.02 -1.74 -0.44
H 0.19616 1.84008 -0.92528 -1.71 -1.87 0.19
H -0.55687 0.30978 -1.54243 -0.01 -1.78 -3.14
H -1.63930 -1.53871 1.24644 -0.65 -1.34 3.34
H -2.34343 -0.91907 -0.23980 1.45 -0.25 1.25
H -0.79372 -1.69067 -0.21052 0.92 -1.93 -1.15
H -1.07345 0.65077 1.29332 0.20 1.60 1.27
H 0.81156 -1.01307 1.79473 -0.49 1.22 -2.22
H 1.22488 1.81073 1.46845 -1.21 1.80 -0.87
```
Forces are in eV/Å.

Calculated values
Kohn-Sham gap   10.47 eV
Structure (SMILES)   C=N[C@@H](O)C(C)C
Electronic energy   -8897.57216 eV
M   101.15 g/mol

Listed below, in e, are the natural (NBO) charges computed for each atom: 0.01, -0.60, -0.58, -0.28, 0.27, -0.45, -0.87, 0.17, 0.16, 0.23, 0.21, 0.21, 0.21, 0.19, 0.21, 0.22, 0.23, 0.45


Let's list energy relative to the best compared isomer or geometry (same formula, charge and spin) in order: 0.0 33.1 6.0 95.1 kcal per mole.